# 1
4 unconnected molecules or ions with the total composition C4H15NO5 at a distorted geometry, computed with wB97M-V/def2-TZVPD.

Calculated values
charge	0
relative energy (zero: lowest compared OMol25 entry of this formula, charge and spin)	41.3	kcal per mole
largest force on an atom	1.02	eV Å⁻¹
LUMO energy	0.40	eV
E_HOMO	-8.88	eV
gap between HOMO and LUMO	9.29	eV
SMILES	CN[C@@H](C=O)CO.O.O.O

Cartesian coordinates (Å):
C 1.6228 1.0026 -1.4322
N 0.5734 2.0203 -1.4943
C -0.2756 2.1073 -0.3022
C 0.5392 2.2260 1.0207
O 0.4496 1.0755 1.8462
C -1.3246 1.0132 -0.1418
O -1.0648 -0.1580 -0.2149
H 2.3177 1.1230 -2.2695
H 2.1579 1.0598 -0.4892
H 1.3249 -0.0461 -1.5494
H -0.0317 1.7667 -2.2696
H -0.7725 3.0803 -0.3670
H 0.1028 3.0210 1.6252
H 1.5823 2.4803 0.8301
H 1.0640 0.3956 1.5545
H -2.3730 1.3575 -0.0408
H -1.1647 -3.5695 1.2368
H -0.2613 -3.0805 2.3490
O -0.7928 -2.7596 1.6103
H -0.6048 -2.8447 -1.9522
H -1.2890 -2.0169 -0.8264
O -1.4033 -2.7574 -1.4349
H 2.1975 -1.9562 0.9441
H 0.6442 -2.0501 0.6994
O 1.5086 -1.8444 0.2952

Forces on the atoms, in the same order (eV/Å):
C 0.2907 -0.7277 -0.6061
N -0.1349 -0.8350 0.1916
C 0.4158 0.7364 0.5694
C -0.2780 -0.3936 0.2821
O 0.1917 0.1365 0.2804
C 0.1246 0.1776 -0.5222
O -0.0823 -0.0155 -0.0693
H 0.1130 0.5278 0.2514
H 0.2102 0.1040 -0.1035
H -0.5244 0.1625 0.3716
H 0.0662 0.2983 -0.1227
H -0.3387 -0.1923 -0.2407
H 0.0437 0.0401 -0.0848
H -0.0862 0.1866 -0.2108
H -0.0661 -0.1202 -0.3291
H 0.0063 -0.0726 0.2306
H -0.0463 0.1862 -0.2670
H -0.1230 0.1037 0.0927
O 0.0820 -0.3269 0.2762
H 0.3175 0.1833 0.0450
H 0.1785 0.1663 -0.2005
O -0.5366 -0.3800 0.1718
H 0.1081 -0.2410 0.3781
H 0.2658 -0.0680 0.0577
O -0.1975 0.3634 -0.4419


# 2
A molecular structure, C30H44BBr2Cl3CsF3Mg2N3O18P at a distorted geometry, computed with wB97M-V/def2-TZVPD.

Calculated values
charge	0
largest force on an atom	18.70	eV Å⁻¹
LUMO energy	-4.03	eV
E_HOMO	-5.61	eV
gap between HOMO and LUMO	1.57	eV

Cartesian coordinates (Å):
C -3.4432 -0.5680 -0.7534
C -2.3635 -0.6603 0.0140
C -1.1446 -0.7493 1.0675
Br -0.9685 1.1476 1.7669
N 0.1016 -0.9730 0.2832
C 0.0976 -0.4100 -1.1219
O 0.0054 -1.2142 -2.1463
N 0.2806 1.0147 -1.4702
C 1.6639 1.0948 -2.0795
O 2.6003 0.5403 -1.4031
F 1.9539 1.7868 -3.2959
C -1.4298 -1.8549 2.3116
C -2.3702 -1.2640 3.4840
C -3.8375 -0.7418 3.0291
O -4.8588 -1.4324 3.3779
F -4.1167 0.4742 2.3268
O -0.1597 -2.4240 2.6564
C 0.3151 -2.4661 3.9848
C 1.8061 -3.1988 3.8114
C 2.0263 -3.7206 2.2688
F 3.3435 -4.3881 2.2708
N -0.3476 -3.2280 5.0277
C -1.1727 -4.3926 4.7167
C -0.5542 -5.5492 3.7766
C -1.4301 -6.9058 4.0904
P 0.8459 -0.7550 4.7484
O -0.0942 -0.2698 5.9144
B -2.2269 -3.1266 1.5581
O -3.4792 -3.6766 2.0313
O -1.6032 -3.7910 0.4510
C -2.4740 -4.7815 -0.1746
C -2.3923 -6.2355 0.5949
H -4.3352 -0.0595 -1.3010
H 0.3588 -1.9650 0.1571
H 0.3455 1.6430 -0.6536
H -2.5890 -2.0438 4.3240
H -1.9200 -0.3442 4.0732
H 1.8938 -4.0999 4.5357
H 2.6788 -2.4747 4.0024
H 1.2668 -4.5185 1.9513
H 2.1097 -2.8602 1.5135
H -0.4333 -2.8149 5.9589
H -2.2465 -4.1794 4.2983
H -1.3943 -4.9293 5.7350
H 0.5136 -5.7873 4.1279
H -0.6216 -5.3593 2.6473
H -2.5347 -6.6655 4.3384
H -0.9884 -7.4802 4.9848
H -1.3941 -7.5989 3.1538
H 1.0366 0.2545 3.7004
H 2.1782 -0.8635 5.3692
H -3.3609 -4.5288 2.5146
H -2.0162 -4.9972 -1.2237
H -3.5515 -4.4405 -0.3752
H -1.2851 -6.3920 0.9355
H -3.1476 -6.3319 1.4555
H -2.5507 -7.0193 -0.2522
C 2.6759 -7.9621 6.2255
Cl 1.2811 -8.9601 6.6616
Cl 3.3391 -8.4674 4.6652
Cl 2.2261 -6.2489 6.1844
H 3.4451 -8.0964 6.9855
C 0.2153 -2.1240 -5.2517
C -0.8028 -1.4777 -5.9060
C -1.0483 -2.0004 -7.3152
O -1.9520 -1.6144 -8.0441
C -0.1350 -3.0359 -7.8430
C 0.8889 -3.6717 -7.1958
C 1.0676 -3.2259 -5.7507
O 1.8743 -3.7158 -4.9736
O 1.6584 -4.5475 -7.6482
O -1.5186 -0.5500 -5.4814
H 0.4577 -1.8268 -4.2370
H -0.3410 -3.2970 -8.8749
C 3.2666 5.0598 -2.6063
C 1.8202 4.9738 -3.0665
O 1.0001 6.0161 -2.5554
C 1.3742 7.3440 -2.9016
C 1.3807 7.6009 -4.3987
H 3.3204 5.0466 -1.5101
H 3.8422 4.2162 -2.9981
H 3.7489 5.9784 -2.9447
H 1.3923 4.0354 -2.7058
H 1.7560 4.9414 -4.1579
H 2.3424 7.5920 -2.4543
H 0.6402 8.0078 -2.4330
H 2.1033 6.9694 -4.9210
H 1.6380 8.6447 -4.6030
H 0.3951 7.3920 -4.8266
Cs -0.2885 1.4203 4.9482
Mg 2.5341 -2.1587 6.2755
C -4.8578 2.5755 -2.1337
O -5.8503 1.8552 -2.2030
O -3.8378 2.3295 -1.4546
O -4.7155 3.6639 -2.7310
Mg 0.1056 9.9354 -4.8580
Br -1.7250 -2.6473 -2.5432
O 4.1186 4.4713 0.2944
H 4.7257 5.0262 -0.2537
H 3.8915 3.6245 -0.1641
H 3.3061 4.9719 0.5520
C 1.0323 14.8567 -2.1430
C 0.8603 13.7107 -3.1325
O 0.8324 14.0412 -4.3425
O 0.7673 12.5678 -2.6089
H 1.1067 15.8176 -2.6575
H 0.1757 14.8928 -1.4646
H 1.9426 14.7069 -1.5562

Forces on the atoms, in the same order (eV/Å):
C 5.7399 0.9993 4.6274
C -5.5013 0.5074 -2.1765
C -1.6045 -1.0130 -2.6835
Br -0.0258 -0.2080 -0.3067
N -0.3557 0.8158 -0.9840
C -0.5134 -3.3264 -4.0497
O 3.0296 5.0122 5.8342
N 1.6397 -0.1959 -0.5101
C 3.3585 -2.5508 3.2157
O -3.6561 3.4161 -4.2675
F -1.3923 -1.7986 3.3463
C -1.7368 0.8545 -2.0006
C -0.0168 1.4123 0.9089
C -5.5720 -3.0744 1.1188
O 5.7618 4.0789 -1.8494
F 1.6771 -2.7236 1.8040
O -0.4630 0.5852 1.9200
C 3.1723 -1.4109 0.6106
C 0.0368 -0.4423 -1.9108
C 1.0952 -0.4412 0.5938
F -2.1238 1.1331 0.1132
N -0.8222 0.6619 -0.7570
C -1.3840 -2.2000 0.3046
C -0.5828 -1.0179 1.0179
C 0.2990 0.0288 -0.5411
P 0.3298 -3.6740 -0.3730
O 3.2070 -10.9581 2.8116
B -0.5267 -2.4240 -1.6217
O 2.2049 0.7138 0.5823
O -2.0148 1.3676 2.6286
C 0.4804 -2.5618 -1.5963
C 0.6164 0.7597 -1.1819
H 1.9764 -1.5393 0.9655
H -0.6937 0.4715 0.1535
H -0.3824 -0.4494 -0.4248
H 0.2652 1.2799 -1.9746
H -0.7438 -1.9411 -1.5078
H -0.2202 1.6475 -1.3914
H -0.9724 -0.9273 -0.4390
H 1.1594 1.4034 0.5174
H -0.2260 -1.3419 1.2539
H -0.3044 0.0119 -0.7770
H 1.8640 0.1118 0.6755
H 0.5437 1.1229 -1.7633
H -1.5245 0.4947 -0.8842
H 0.2236 0.0922 1.7976
H 1.7403 -0.3127 -0.5164
H -0.6476 0.9644 -1.3563
H -0.1517 1.2065 1.7840
H 0.1548 -2.2505 -0.2231
H -0.7896 1.5120 -1.4646
H -0.2099 0.8972 -0.8614
H -0.7213 0.7677 1.9782
H 1.7495 -0.2507 0.7129
H -2.0932 0.2952 -0.4139
H 1.2282 -0.1301 -1.3167
H -0.0924 1.2112 1.7976
C 0.0747 -0.3573 -0.1480
Cl 0.1605 0.1508 -0.0024
Cl -0.0743 0.1150 0.2291
Cl 0.0467 0.0331 0.1774
H -0.2034 0.0871 -0.1700
C 1.9873 -1.5203 2.3771
C -3.7209 2.4314 -1.8821
C -0.1393 -0.7001 -1.3368
O 0.4941 0.1451 0.8699
C -1.9303 1.5793 -0.8392
C 2.8931 -1.9750 1.3835
C 0.1001 -0.0951 0.8775
O -0.4404 0.2562 -0.8396
O -1.2520 1.2752 0.3098
O 1.6397 -1.4801 -0.3467
H 0.0686 0.2399 -0.0646
H -0.0194 -0.0920 0.0080
C 0.2690 0.1116 -0.2088
C -0.3834 0.1555 0.0983
O 0.1336 -0.2383 0.2374
C -0.0436 0.1610 -0.0563
C 0.2563 -0.8734 0.1395
H -0.4397 0.2303 -0.7123
H -0.0544 -0.0011 0.0073
H 0.0426 -0.0501 -0.0071
H -0.1741 0.2462 -0.0562
H 0.1852 -0.0413 0.0330
H 0.0584 0.0640 -0.0888
H 0.0145 -0.2335 0.0763
H 0.1007 0.1331 -0.0791
H 0.5872 -0.4853 0.0971
H 0.0837 0.0069 0.0357
Cs -5.1855 17.6848 -3.1488
Mg 1.7637 -2.8010 3.1880
C -0.3666 -0.1713 -0.1138
O -0.2366 -0.2621 0.0280
O 0.7872 -0.2558 0.6486
O -0.0702 0.8144 -0.5145
Mg -0.9015 1.7149 0.0960
Br -1.7944 -1.6814 -1.5123
O 0.2221 -0.2180 0.6969
H -0.2698 -0.1884 0.0642
H 0.0603 0.2638 -0.0084
H 0.2318 -0.1152 -0.2014
C 0.0659 0.5519 0.3090
C -0.0036 0.3815 -0.8074
O -0.0410 -0.7456 0.4612
O -0.0524 -0.6243 -0.3701
H -0.0167 -0.1576 -0.0135
H 0.1242 -0.0858 0.0549
H -0.1259 -0.0566 0.0746


# 3
A single C9H11N3O molecule at a distorted geometry, computed with wB97M-V/def2-TZVPD.

Calculated values
charge	0
relative energy (zero: lowest compared OMol25 entry of this formula, charge and spin)	50.6	kcal per mole
largest force on an atom	7.26	eV Å⁻¹
LUMO energy	0.58	eV
E_HOMO	-7.75	eV
gap between HOMO and LUMO	8.33	eV
SMILES	NCCn1ncc2ccc(O)cc21

Cartesian coordinates (Å):
C 3.3061 -0.8274 0.5634
C 1.8437 -1.3001 0.2352
C 0.5447 2.0092 -0.0274
C -0.6849 1.2854 -0.0532
C -2.1123 1.6481 0.0609
C -2.9864 0.6963 0.1463
C -2.6381 -0.6909 -0.1365
C -1.2602 -0.9922 -0.3408
C -0.3914 -0.0322 -0.1926
H 4.3268 -0.7375 -1.2062
H 3.3736 0.5209 -0.9078
H 3.7523 -1.7715 0.7636
H 3.3666 -0.2887 1.5219
H 1.7159 -1.8532 -0.7634
H 1.3953 -1.7587 1.0336
H 0.6732 3.0567 0.0092
H -2.3367 2.6146 0.4650
H -4.0892 0.7462 0.1706
H -4.1385 -1.5900 0.6303
H -1.1241 -2.0360 -0.5109
N 4.0564 -0.1358 -0.5000
N 1.0079 -0.0387 0.0354
N 1.5659 1.1426 0.1144
O -3.3817 -1.8071 -0.0357

Forces on the atoms, in the same order (eV/Å):
C -0.5581 -0.8060 -0.5390
C 0.4839 3.7792 -3.4542
C 0.3688 -1.4467 0.9976
C -2.9699 2.8262 -0.6300
C 5.0188 2.2919 0.9469
C -4.3074 -5.6931 -1.3286
C 4.3774 1.1478 0.1825
C -5.7375 -3.1973 -0.0377
C 6.1006 2.7903 1.2169
H 0.6431 -1.6677 -1.5612
H 0.8584 -0.1053 0.2300
H 1.0208 -0.8166 0.2003
H -0.3969 0.1046 -0.5551
H 0.6265 0.3326 1.6446
H -0.8623 -1.6970 1.9078
H 0.3061 0.7755 0.0709
H -0.2711 0.7211 -0.5846
H 0.5291 0.9863 0.6101
H 1.7206 -0.7797 -1.9085
H 0.8131 -0.5351 0.0799
N -2.0572 1.7193 1.8260
N -0.3947 -3.7043 -0.6969
N -1.7850 2.1441 -0.4849
O -3.5271 0.8297 1.8671


# 4
A single C4H6N2O molecule at a distorted geometry, computed with wB97M-V/def2-TZVPD.

Calculated values
charge	0
relative energy (zero: lowest compared OMol25 entry of this formula, charge and spin)	96.8	kcal per mole
largest force on an atom	6.50	eV Å⁻¹
LUMO energy	0.90	eV
E_HOMO	-8.68	eV
gap between HOMO and LUMO	9.58	eV
SMILES	C1=COC=NNC1

Cartesian coordinates (Å):
C -0.5690 1.3991 0.3154
C 1.1533 -0.9800 0.2514
C -1.2097 -0.9249 -0.1052
C -1.5420 0.3871 -0.0345
H -0.8206 2.5916 0.3016
H -0.2471 1.2744 1.3394
H 1.1185 2.1195 -0.5642
H 1.8507 -1.8370 0.5081
H -2.1377 -1.5357 -0.0485
H -2.5768 0.4835 0.1088
N 0.7324 1.2017 -0.5168
N 1.6462 0.2102 0.1051
O -0.1041 -1.5335 -0.1657

Forces on the atoms, in the same order (eV/Å):
C 2.2326 3.2409 -0.5724
C 0.9561 0.4336 -1.1270
C -5.6498 3.2091 0.1647
C 0.7289 -2.0296 0.3935
H 0.0556 -3.0154 -0.5507
H -0.0004 -0.0814 0.5209
H 1.3108 0.1288 0.3052
H -1.0912 1.3545 -0.0856
H 1.1681 -0.3687 -0.4375
H -1.2006 0.7358 -0.0121
N -1.1932 -1.8224 1.5075
N -2.5288 -0.2894 -0.7265
O 5.2118 -1.4956 0.6201


| no. | energy (eV) |
| --- | --- |
| 1 | -16117.774 |
| 2 | -280321.024 |
| 3 | -16026.721 |
| 4 | -9269.304 |